Record 1
The following is a quantum chemistry calculation of C37H27CrO6PS as an isolated structure, from the OMol25 dataset.

Each line ends with the Löwdin charge.
Geometry (Å):
Cr  1.435  -0.933  1.213  0.590
O  3.469  -1.549  1.639  -0.023
C  3.355  -0.427  1.111  -0.407
C  4.143  0.677  0.777  -0.242
C  5.547  0.871  1.003  -0.057
C  6.121  2.083  0.720  -0.148
C  5.377  3.167  0.201  -0.142
C  4.005  2.980  -0.054  -0.118
C  3.404  1.774  0.200  -0.323
P  1.675  1.265  -0.027  1.114
C  1.519  1.023  -1.836  -0.322
C  0.252  0.968  -2.416  -0.092
C  0.104  0.689  -3.766  -0.099
C  1.221  0.441  -4.555  -0.120
C  2.483  0.468  -3.980  -0.102
C  2.632  0.756  -2.630  -0.071
C  0.685  2.796  0.223  -0.317
C  0.070  2.921  1.469  -0.078
C  -0.656  4.065  1.777  -0.098
C  -0.778  5.089  0.848  -0.119
C  -0.175  4.968  -0.398  -0.106
C  0.552  3.826  -0.706  -0.101
H  6.135  0.062  1.419  0.098
H  7.182  2.220  0.912  0.080
H  5.852  4.119  0.002  0.064
H  3.417  3.800  -0.457  0.089
H  -0.626  1.123  -1.798  0.101
H  -0.889  0.652  -4.199  0.093
H  1.105  0.214  -5.609  0.085
H  3.361  0.261  -4.582  0.091
H  3.618  0.773  -2.181  0.106
H  0.171  2.110  2.184  0.090
H  -1.132  4.149  2.747  0.096
H  -1.345  5.980  1.091  0.087
H  -0.272  5.760  -1.131  0.089
H  1.009  3.725  -1.684  0.103
C  -7.636  0.165  2.526  -0.051
C  -8.414  0.263  1.238  -0.750
O  -9.581  -0.031  1.157  -0.022
S  -7.611  0.987  -0.195  0.986
C  -5.905  0.579  0.040  -0.596
C  -5.478  -0.747  -0.031  -0.124
C  -4.150  -1.067  0.173  -0.030
C  -3.189  -0.073  0.432  -0.254
C  -3.636  1.260  0.478  -0.026
C  -4.968  1.579  0.292  -0.113
C  -1.822  -0.387  0.631  -0.141
C  -0.641  -0.653  0.817  -0.027
H  -8.180  -0.477  3.215  0.080
H  -7.564  1.173  2.938  0.090
H  -6.624  -0.202  2.375  0.069
H  -6.198  -1.529  -0.242  0.104
H  -3.820  -2.096  0.127  0.116
H  -2.907  2.037  0.677  0.106
H  -5.290  2.612  0.349  0.097
O  1.872  -1.136  4.703  -0.034
C  1.619  -0.061  4.179  -0.561
O  1.328  0.203  2.963  -0.190
H  1.686  0.862  4.806  0.110
O  1.583  -2.304  -0.449  -0.082
C  1.335  -3.328  0.259  -0.631
O  0.958  -3.309  1.438  -0.005
C  1.520  -4.677  -0.425  -0.114
C  1.612  -4.766  -1.808  -0.025
C  1.800  -6.001  -2.417  -0.104
C  1.912  -7.148  -1.641  -0.128
C  1.822  -7.060  -0.257  -0.105
C  1.619  -5.826  0.348  -0.024
H  1.538  -3.854  -2.386  0.113
H  1.865  -6.067  -3.497  0.088
H  2.071  -8.110  -2.115  0.084
H  1.912  -7.953  0.351  0.088
H  1.533  -5.722  1.422  0.114

The calculation puts the highest occupied orbital energy (spin up / spin down) at 0.08 / -1.79 eV. As for the total charge: -2. As for the expectation value of S²: 6.2008. The value obtained for the energy relative to the best compared isomer or geometry (same formula, charge and spin) is 0.0000 eV. The calculation puts the frontier orbital gap (spin up / spin down) at 3.72 / 5.59 eV. The spin multiplicity is 5. As for the strongest force on any atom: 0.012 hartree/bohr. The value obtained for the lowest unoccupied orbital energy (spin up / spin down) is 3.806 / 3.806 eV.

***

Record 2
The following is a quantum chemistry calculation of C37H27CuF9NO5P2 as an isolated structure, from the OMol25 dataset.

Each line ends with the Löwdin charge.
Geometry (Å):
Cu  -0.732  0.272  -1.080  0.185
C  2.433  0.728  1.581  -0.392
C  1.462  0.057  2.581  -0.401
P  -0.297  0.279  2.011  1.077
C  -1.230  -0.531  3.384  -0.363
C  -0.675  -1.021  4.566  -0.115
C  -1.468  -1.660  5.514  -0.108
C  -2.827  -1.834  5.289  -0.105
C  -3.391  -1.368  4.107  -0.069
C  -2.598  -0.725  3.168  -0.070
C  -0.447  2.060  2.511  -0.327
C  -0.252  3.052  1.546  -0.100
C  -0.303  4.395  1.889  -0.082
C  -0.563  4.775  3.199  -0.112
C  -0.771  3.801  4.165  -0.104
C  -0.711  2.454  3.823  -0.087
P  1.845  0.629  -0.196  1.078
C  2.312  -1.141  -0.495  -0.324
C  3.598  -1.563  -0.826  -0.082
C  3.882  -2.914  -0.991  -0.100
C  2.886  -3.866  -0.822  -0.105
C  1.599  -3.459  -0.501  -0.080
C  1.314  -2.110  -0.344  -0.097
C  3.251  1.507  -1.019  -0.344
C  4.515  1.720  -0.462  -0.116
C  5.508  2.378  -1.178  -0.107
C  5.250  2.850  -2.460  -0.109
C  3.990  2.669  -3.013  -0.079
C  3.002  2.006  -2.297  -0.079
H  3.419  0.270  1.666  0.062
H  2.521  1.792  1.813  0.076
H  1.601  0.478  3.577  0.067
H  1.658  -1.018  2.620  0.075
H  0.385  -0.910  4.762  0.085
H  -1.018  -2.026  6.431  0.090
H  -3.442  -2.336  6.027  0.093
H  -4.444  -1.521  3.902  0.110
H  -3.048  -0.368  2.248  0.096
H  -0.106  2.761  0.514  0.075
H  -0.160  5.149  1.124  0.100
H  -0.622  5.824  3.462  0.089
H  -0.994  4.086  5.187  0.091
H  -0.884  1.706  4.587  0.093
H  4.386  -0.837  -0.980  0.091
H  4.886  -3.222  -1.261  0.092
H  3.110  -4.919  -0.952  0.092
H  0.810  -4.193  -0.383  0.100
H  0.303  -1.789  -0.117  0.057
H  4.742  1.369  0.537  0.087
H  6.490  2.511  -0.735  0.091
H  6.031  3.352  -3.021  0.090
H  3.771  3.039  -4.009  0.102
H  2.024  1.839  -2.727  0.074
O  -5.909  -4.484  0.035  -0.080
C  -6.027  -3.240  -0.049  -0.699
O  -7.047  -2.524  0.004  -0.061
C  -4.696  -2.478  -0.255  -0.104
C  -3.527  -3.174  -0.534  -0.008
C  -2.352  -2.474  -0.735  -0.124
N  -2.266  -1.144  -0.632  0.058
C  -3.387  -0.462  -0.350  -0.193
C  -4.612  -1.093  -0.178  0.048
C  -3.253  1.059  -0.162  -0.619
O  -4.275  1.694  0.095  0.007
O  -2.063  1.519  -0.243  -0.124
H  -3.564  -4.254  -0.584  0.105
H  -1.431  -2.990  -0.994  0.090
H  -5.495  -0.504  0.024  0.120
F  -2.298  -0.424  -3.470  0.168
C  -1.259  -0.892  -4.161  -0.540
F  -0.931  -2.087  -3.651  0.157
F  -1.697  -1.109  -5.420  0.139
C  -0.026  0.080  -4.056  -0.343
O  0.382  0.267  -2.806  -0.171
C  1.161  -0.563  -4.874  -0.533
F  2.162  0.321  -5.051  0.140
F  1.673  -1.594  -4.199  0.157
F  0.840  -1.018  -6.103  0.136
C  -0.436  1.439  -4.739  -0.534
F  -1.481  1.985  -4.119  0.172
F  0.562  2.342  -4.672  0.135
F  -0.753  1.326  -6.046  0.138

The calculation puts the highest occupied orbital energy at -2.37 eV. As for the total charge: -2. The calculation puts the frontier orbital gap at 6.35 eV. The spin multiplicity is 1. As for the strongest force on any atom: 0.013 hartree/bohr. The value obtained for the lowest unoccupied orbital energy is 3.974 eV.

***

Record 3
The following is a quantum chemistry calculation of C37H28BaN3O2S2Si as an isolated structure, from the OMol25 dataset.

Each line ends with the Löwdin charge.
Geometry (Å):
Ba  -1.427  -0.406  1.449  1.622
O  -3.246  0.302  3.264  -0.149
C  -3.674  0.807  2.208  -0.832
O  -3.727  0.120  1.140  -0.299
C  -3.840  2.284  2.055  -0.192
C  -5.120  2.772  1.836  -0.050
C  -5.343  4.117  1.598  -0.116
C  -4.248  4.963  1.548  -0.120
C  -2.973  4.468  1.725  -0.145
C  -2.707  3.121  1.978  -0.630
S  -1.013  2.545  2.126  0.374
H  -5.945  2.069  1.848  0.114
H  -6.346  4.489  1.438  0.088
H  -4.384  6.020  1.355  0.091
H  -2.127  5.142  1.657  0.087
N  2.423  -2.305  3.558  0.132
C  3.548  -2.812  2.877  -0.249
C  4.650  -3.275  3.574  -0.031
C  5.741  -3.769  2.871  -0.095
C  5.741  -3.757  1.486  -0.097
C  4.650  -3.254  0.794  -0.094
C  3.532  -2.806  1.480  -0.461
S  2.087  -2.271  0.637  0.965
N  1.501  -1.081  1.762  -0.278
C  1.695  -1.283  3.008  -0.422
C  0.984  -0.359  3.957  -0.289
C  1.484  0.899  4.245  -0.026
C  0.743  1.711  5.090  -0.081
C  -0.440  1.231  5.607  -0.056
C  -0.867  -0.037  5.246  -0.141
N  -0.180  -0.836  4.435  0.087
H  2.493  -2.273  4.563  0.144
H  4.649  -3.260  4.657  0.110
H  6.594  -4.150  3.416  0.099
H  6.597  -4.133  0.944  0.100
H  4.656  -3.226  -0.287  0.109
H  2.390  1.245  3.772  0.123
H  1.068  2.721  5.301  0.113
H  -1.066  1.844  6.239  0.112
H  -1.826  -0.411  5.580  0.111
C  0.937  -4.232  -4.273  -0.124
C  1.574  -3.022  -4.491  -0.109
C  1.191  -1.891  -3.783  -0.097
C  0.173  -1.921  -2.830  -0.330
C  -0.439  -3.160  -2.625  -0.143
C  -0.081  -4.296  -3.333  -0.114
Si  -0.415  -0.406  -1.786  0.624
C  -1.954  0.153  -2.792  -0.326
C  -2.410  -0.409  -3.982  -0.107
C  -3.529  0.079  -4.640  -0.113
C  -4.227  1.158  -4.123  -0.118
C  -3.801  1.734  -2.935  -0.095
C  -2.689  1.228  -2.284  -0.124
C  0.884  0.885  -2.359  -0.320
C  0.751  1.755  -3.439  -0.100
C  1.766  2.625  -3.807  -0.107
C  2.958  2.649  -3.101  -0.120
C  3.117  1.801  -2.014  -0.106
C  2.088  0.946  -1.652  -0.128
H  1.231  -5.116  -4.827  0.088
H  2.372  -2.947  -5.220  0.091
H  1.701  -0.956  -3.980  0.093
H  -1.232  -3.242  -1.887  0.088
H  -0.595  -5.230  -3.144  0.090
H  -1.876  -1.249  -4.413  0.092
H  -3.852  -0.388  -5.563  0.090
H  -5.100  1.543  -4.636  0.088
H  -4.337  2.569  -2.502  0.098
H  -2.391  1.689  -1.346  0.090
H  -0.171  1.754  -4.010  0.098
H  1.620  3.287  -4.652  0.092
H  3.751  3.330  -3.386  0.088
H  4.034  1.810  -1.438  0.090
H  2.226  0.303  -0.783  0.056

The calculation puts the highest occupied orbital energy at -3.81 eV. As for the total charge: -1. The value obtained for the energy relative to the best compared isomer or geometry (same formula, charge and spin) is 0.3304 eV. The calculation puts the frontier orbital gap at 5.77 eV. The spin multiplicity is 1. As for the strongest force on any atom: 0.035 hartree/bohr. The value obtained for the lowest unoccupied orbital energy is 1.958 eV.

***

Question: The highest strongest force on any atom belongs to which entry?
Answer: C37H28BaN3O2S2Si